A structure of composition CH15NO5. Source: the OMol25 dataset; level of theory: wB97M-V/def2-TZVPD.

Last column: Löwdin charge in e.
CARTESIAN COORDINATES (ANGSTROEM)
H 0.68 -0.11 0.20  0.055
O 1.71 0.50 -0.21  -0.277
N -0.02 -1.14 0.41  0.016
H 2.46 0.34 0.39  0.042
H 0.27 -1.69 -0.40  0.102
H -1.02 -0.97 0.33  0.096
C 0.19 -1.99 1.62  -0.069
H 0.44 -1.34 2.46  0.082
H -0.67 -2.65 1.82  0.088
H 1.08 -2.60 1.46  0.081
O 0.28 2.29 0.92  -0.119
H -0.32 2.40 0.17  0.005
H 0.92 1.56 0.59  -0.018
O -1.69 1.30 -2.09  -0.064
H -0.93 1.91 -2.08  0.034
H -1.37 0.50 -2.53  0.032
O 1.32 -0.71 -2.49  -0.102
H 1.73 0.01 -2.97  0.030
H 1.76 -0.62 -1.61  -0.005
O -2.22 0.67 1.51  -0.070
H -2.96 0.89 0.93  0.055
H -1.64 1.44 1.58  0.006

Its energy above the lowest of the compared OMol25 structures with the same formula, charge and spin is 1.234 eV. The total charge is 0. The HOMO-LUMO gap comes out at 10.8 eV. The highest occupied orbital energy is -10.269 eV. The calculation puts the strongest force on any atom at 0.031 hartree/bohr. As for the LUMO energy: 0.0178 Ha. Its electronic energy is -478.021853 a.u.


A structure of composition C5H20N11NiO8. Source: the OMol25 dataset; level of theory: wB97M-V/def2-TZVPD.

Last column: Löwdin spin population.
CARTESIAN COORDINATES (ANGSTROEM)
Ni 0.08 0.07 -0.31  1.855
N -1.16 -0.97 -3.03  0.003
O -0.47 -1.83 -3.72  0.007
O -0.58 -0.18 -2.32  0.017
O -2.33 -1.07 -3.05  0.003
C 1.31 -0.38 2.69  0.002
O 0.87 -0.07 1.66  0.018
N 0.82 -1.21 3.60  0.000
N 2.39 0.06 3.19  0.000
H 1.12 -1.20 4.57  0.000
H -0.17 -1.44 3.53  0.000
H 2.73 -0.13 4.12  0.000
H 2.76 0.92 2.82  0.000
C -0.16 3.37 -0.28  0.002
O -0.15 2.18 -0.37  0.017
N 0.40 4.19 -1.10  0.000
N -0.90 4.00 0.58  0.000
H 0.18 5.13 -0.80  0.000
H 1.09 3.90 -1.78  0.000
H -1.35 4.79 0.15  0.000
H -1.46 3.36 1.12  0.000
C 3.00 0.65 -1.52  0.003
O 2.05 0.27 -0.92  0.020
N 4.26 0.62 -1.04  0.000
N 2.85 1.01 -2.73  -0.001
H 4.94 0.62 -1.78  0.000
H 4.43 0.34 -0.08  0.000
H 1.95 1.00 -3.18  0.000
H 3.72 1.01 -3.24  0.000
C -3.01 -0.03 0.36  0.004
O -1.83 -0.14 0.49  0.019
N -3.73 -0.69 -0.46  0.000
N -3.71 0.69 1.10  0.001
H -3.21 -1.38 -1.00  0.000
H -4.72 -0.53 -0.49  0.000
H -4.70 0.67 0.89  0.000
H -3.32 1.33 1.77  0.000
C -0.24 -3.11 -0.05  0.004
O 0.26 -2.02 -0.24  0.023
N -1.44 -3.48 -0.43  0.000
N 0.24 -4.11 0.59  0.001
H -2.14 -2.80 -0.70  0.000
H -1.52 -4.47 -0.23  0.000
H -0.35 -4.92 0.73  0.000
H 1.20 -4.03 0.88  0.000

Its energy above the lowest of the compared OMol25 structures with the same formula, charge and spin is 4.315 eV. Its expectation value of S² is 2.003. The total charge is +1. The HOMO-LUMO gap (alpha / beta) comes out at 8.2 / 8.1 eV. The highest occupied orbital energy (alpha / beta) is -10.339 / -10.324 eV. The calculation puts the strongest force on any atom at 0.162 hartree/bohr. As for the LUMO energy (alpha / beta): -0.0802 / -0.0801 Ha. As for the spin multiplicity: 3. Its electronic energy is -2914.852035 a.u.


A structure of composition C21H52F6KN4O24S6. Source: the OMol25 dataset; level of theory: wB97M-V/def2-TZVPD.

Last column: Löwdin charge in e.
CARTESIAN COORDINATES (ANGSTROEM)
K 2.45 -19.57 5.39  0.800
C 2.88 -21.63 2.08  -0.106
C 4.05 -21.82 3.06  -0.725
C 5.16 -22.56 2.30  -0.108
O 4.47 -20.71 3.73  -0.390
H 3.14 -20.94 1.27  0.068
H 2.05 -21.22 2.67  0.039
H 2.45 -22.52 1.62  0.062
H 3.61 -22.57 3.74  0.102
H 5.93 -22.95 2.97  0.057
H 5.58 -21.97 1.48  0.063
H 4.75 -23.47 1.82  0.055
C -1.43 -22.41 6.72  -0.672
F -2.07 -23.46 6.21  0.142
F -2.19 -21.86 7.64  0.138
F -0.31 -22.83 7.28  0.139
S -0.99 -21.16 5.37  0.646
O 0.06 -21.85 4.63  -0.294
O -2.13 -20.90 4.56  -0.272
N -0.28 -19.88 6.26  -0.347
S -1.41 -18.79 6.20  0.549
O -1.45 -18.15 4.90  -0.295
O -2.68 -19.08 6.81  -0.279
C -0.60 -17.48 7.32  -0.654
F -0.53 -17.85 8.58  0.153
F 0.69 -17.32 6.90  0.071
F -1.19 -16.32 7.13  0.156
C 2.31 -20.31 9.13  -0.109
O 1.75 -20.89 7.94  -0.187
H 2.99 -19.50 8.85  0.074
H 1.56 -19.89 9.81  0.076
H 2.84 -21.13 9.61  0.070
H 0.95 -20.42 7.65  -0.003
O 0.93 -23.32 12.20  -0.291
S 1.32 -24.70 12.09  0.623
O 0.40 -25.64 12.69  -0.286
O 1.66 -25.14 10.55  -0.265
C 1.62 -24.12 9.53  -0.278
C 1.75 -24.74 8.15  -0.055
C 3.01 -24.92 12.79  -0.096
H 2.48 -23.47 9.68  0.112
H 0.71 -23.53 9.60  0.092
H 0.83 -25.22 7.82  0.071
H 2.56 -25.47 8.10  0.084
H 1.99 -23.94 7.45  0.080
H 3.40 -25.90 12.55  0.066
H 2.89 -24.83 13.87  0.066
H 3.58 -24.10 12.35  0.063
O -5.52 -24.57 2.31  -0.281
S -4.22 -24.36 1.72  0.628
O -3.85 -24.89 0.43  -0.284
O -4.04 -22.73 1.68  -0.311
C -4.12 -22.02 0.42  -0.248
C -4.60 -20.60 0.69  -0.062
C -2.93 -24.65 2.95  -0.095
H -4.69 -22.58 -0.32  0.114
H -3.09 -21.99 0.04  0.121
H -3.88 -20.05 1.29  0.086
H -5.56 -20.59 1.19  0.070
H -4.72 -20.07 -0.26  0.079
H -1.97 -24.35 2.53  0.079
H -2.90 -25.73 3.09  0.072
H -3.17 -24.21 3.91  0.055
O -4.35 -23.12 13.09  -0.281
S -4.66 -23.46 11.72  0.602
O -5.20 -22.53 10.77  -0.265
O -3.27 -24.04 11.12  -0.288
C -3.12 -24.26 9.72  -0.248
C -2.13 -25.42 9.55  -0.037
C -5.54 -25.04 11.72  -0.106
H -2.59 -23.39 9.33  0.088
H -4.07 -24.31 9.18  0.123
H -2.41 -26.31 10.12  0.081
H -1.18 -25.22 10.06  0.058
H -1.88 -25.58 8.50  0.076
H -5.82 -25.31 10.70  0.067
H -6.44 -24.91 12.32  0.067
H -4.85 -25.78 12.11  0.070
O -0.91 -10.83 7.56  -0.276
S 0.26 -11.56 7.18  0.638
O 0.96 -11.27 5.94  -0.306
O 1.38 -11.41 8.37  -0.255
C 2.52 -12.27 8.19  -0.297
C 3.64 -11.72 9.09  -0.057
C -0.11 -13.33 7.12  -0.115
H 2.86 -12.35 7.16  0.109
H 2.25 -13.28 8.49  0.099
H 4.15 -10.81 8.76  0.077
H 4.24 -12.51 9.53  0.074
H 3.11 -11.35 9.98  0.077
H 0.77 -13.96 7.06  0.044
H -0.68 -13.46 6.20  0.080
H -0.73 -13.59 7.98  0.076
C -5.52 -21.53 4.03  0.030
N -5.99 -22.52 5.00  -0.434
O -5.20 -22.89 5.86  0.049
O -7.16 -22.83 5.03  0.069
H -5.94 -20.54 4.18  0.113
H -5.73 -21.98 3.06  0.068
H -4.44 -21.37 4.06  0.076
C 5.36 -16.00 6.28  0.059
N 3.94 -16.17 6.62  -0.432
O 3.56 -17.32 6.53  -0.014
O 3.22 -15.23 6.78  0.100
H 5.75 -15.14 6.81  0.099
H 5.37 -15.73 5.23  0.116
H 5.92 -16.88 6.58  0.105
C -1.28 -21.14 10.87  0.062
N -0.83 -19.92 11.61  -0.443
O -1.17 -18.82 11.23  0.055
O -0.19 -20.10 12.63  0.054
H -1.95 -21.56 11.62  0.104
H -0.47 -21.87 10.82  0.069
H -1.70 -20.86 9.91  0.092

The total charge is -1. The HOMO-LUMO gap comes out at 5.2 eV. The highest occupied orbital energy is -4.186 eV. The calculation puts the strongest force on any atom at 0.080 hartree/bohr. As for the LUMO energy: 0.0365 Ha. Its electronic energy is -6444.069990 a.u.


A structure of composition C5H12NO. Source: the OMol25 dataset; level of theory: wB97M-V/def2-TZVPD.

Last column: Löwdin charge in e.
CARTESIAN COORDINATES (ANGSTROEM)
C -2.21 -0.25 0.51  -0.412
O -2.66 -0.21 -0.67  -0.229
C -0.33 0.08 0.86  -0.304
C 0.46 -0.37 -0.41  -0.449
C 1.93 -0.59 -0.11  -0.120
C 0.15 0.42 -1.67  -0.099
N 0.49 1.47 1.39  -0.101
H -2.61 0.56 1.17  0.070
H -2.15 -1.21 1.05  0.069
H -0.65 1.18 0.84  0.043
H 0.01 -1.37 -0.54  0.119
H 2.39 0.29 0.34  0.050
H 2.03 -1.45 0.56  0.065
H 2.46 -0.87 -1.03  0.064
H -0.84 0.86 -1.77  0.057
H 0.18 -0.22 -2.56  0.067
H 0.79 1.28 -1.88  0.068
H -0.24 -0.65 1.65  0.091
H 0.81 1.06 2.27  -0.050

Its energy above the lowest of the compared OMol25 structures with the same formula, charge and spin is 4.466 eV. The total charge is -1. The HOMO-LUMO gap comes out at 6.9 eV. The highest occupied orbital energy is -2.731 eV. The calculation puts the strongest force on any atom at 0.069 hartree/bohr. As for the LUMO energy: 0.1516 Ha. Its electronic energy is -327.531935 a.u.


A cluster of 2 separate species, C4H4BrO2 in total. Source: the OMol25 dataset; level of theory: wB97M-V/def2-TZVPD.

Last column: Löwdin charge in e.
CARTESIAN COORDINATES (ANGSTROEM)
C -2.97 -2.99 -0.39  -0.478
C -0.93 -0.44 1.00  -0.350
C -1.10 -0.52 -0.47  -0.401
C -0.87 0.80 0.13  -0.670
O -2.63 -2.93 0.71  0.198
O -3.30 -3.21 -1.47  0.182
Br -2.55 2.01 0.22  0.221
H -1.92 -0.61 1.52  0.078
H 0.02 -0.68 1.50  0.069
H -0.36 -0.93 -1.11  0.043
H -2.11 -1.05 -0.95  0.108

Its energy above the lowest of the compared OMol25 structures with the same formula, charge and spin is 2.318 eV. The total charge is -1. The HOMO-LUMO gap comes out at 5.4 eV. The highest occupied orbital energy is -2.239 eV. The calculation puts the strongest force on any atom at 0.078 hartree/bohr. As for the LUMO energy: 0.1158 Ha. Its electronic energy is -2879.263340 a.u.


A cluster of 9 separate species, C51H83O13P in total. Source: the OMol25 dataset; level of theory: wB97M-V/def2-TZVPD.

Last column: Löwdin charge in e.
CARTESIAN COORDINATES (ANGSTROEM)
C -3.75 4.54 -1.88  -0.109
C -2.20 4.91 -1.83  -0.250
C -1.60 5.35 -3.22  -0.211
C -1.47 4.19 -4.28  -0.204
C 0.03 3.89 -4.71  -0.174
C 1.01 3.65 -3.48  -0.152
C 1.80 2.32 -3.52  -0.119
C 3.04 2.11 -4.29  -0.017
C 3.77 0.83 -4.27  -0.055
C 3.28 -0.34 -3.42  -0.267
P 4.19 -1.97 -3.37  0.884
C 3.21 -3.37 -4.14  -0.303
O 4.35 -2.33 -1.70  -0.347
C 2.05 -0.12 -2.63  -0.046
C 1.34 1.18 -2.71  -0.004
C 0.04 1.30 -1.83  -0.262
O -0.99 1.81 -2.22  0.094
C 0.18 0.65 -0.41  -0.041
C -0.36 1.35 0.73  0.051
C -0.17 0.72 2.07  -0.147
C -0.72 1.50 3.30  -0.149
C -0.80 3.06 3.13  -0.206
C 0.55 3.77 2.69  -0.163
C 1.88 3.07 3.17  -0.221
O 2.51 2.44 2.01  -0.109
C 0.55 -0.54 2.15  0.062
C 1.10 -1.26 0.97  -0.205
O 1.82 -2.44 1.06  -0.077
C 0.97 -3.61 1.25  -0.201
C -0.55 -3.39 0.95  -0.084
C 0.90 -0.63 -0.32  0.012
C 1.44 -1.21 -1.67  -0.259
O 1.37 -2.37 -1.99  0.086
H -3.92 3.51 -1.47  0.069
H -4.16 4.60 -2.93  0.059
H -4.31 5.25 -1.21  0.064
H -1.60 4.10 -1.33  0.073
H -2.13 5.80 -1.13  0.100
H -2.29 6.13 -3.65  0.080
H -0.58 5.77 -3.02  0.109
H -2.03 3.25 -3.99  0.100
H -1.97 4.56 -5.22  0.094
H 0.07 3.06 -5.48  0.113
H 0.38 4.83 -5.22  0.108
H 1.77 4.49 -3.48  0.121
H 0.45 3.76 -2.51  0.101
H 3.47 2.93 -4.90  0.112
H 4.71 0.70 -4.86  0.087
H 2.13 -3.14 -4.33  0.036
H 3.28 -4.26 -3.44  0.045
H 3.71 -3.71 -5.10  0.030
H 4.82 -3.19 -1.70  0.037
H -0.89 2.32 0.60  0.109
H -1.77 1.14 3.48  0.119
H -0.12 1.25 4.22  0.088
H -1.18 3.54 4.08  0.095
H -1.57 3.32 2.35  0.101
H 0.57 3.91 1.57  0.105
H 0.54 4.81 3.12  0.108
H 1.75 2.32 3.99  0.100
H 2.63 3.83 3.54  0.117
H 3.10 3.10 1.63  0.084
H 0.72 -0.98 3.16  0.121
H 1.14 -4.08 2.25  0.116
H 1.34 -4.37 0.49  0.124
H -1.08 -2.77 1.72  0.072
H -1.03 -4.42 1.00  0.072
H -0.75 -3.03 -0.10  0.090
C 2.88 0.30 -8.00  -0.016
C 4.14 -0.50 -8.20  -0.504
C 4.24 -1.35 -9.44  -0.026
O 5.05 -0.45 -7.39  0.055
H 2.95 0.86 -7.07  0.061
H 2.75 1.00 -8.83  0.087
H 2.02 -0.37 -7.94  0.089
H 4.16 -0.73 -10.33  0.084
H 3.44 -2.10 -9.43  0.085
H 5.20 -1.87 -9.45  0.081
C -4.99 3.52 6.20  -0.023
C -4.45 3.18 4.83  -0.490
C -5.23 2.19 4.00  -0.021
O -3.42 3.67 4.41  0.058
H -4.32 4.23 6.68  0.083
H -5.98 3.97 6.10  0.085
H -5.04 2.62 6.81  0.085
H -6.24 2.58 3.81  0.085
H -5.30 1.23 4.52  0.086
H -4.73 2.04 3.04  0.082
C -1.22 -6.49 3.42  -0.020
C -1.65 -5.25 4.16  -0.465
C -1.54 -5.27 5.66  -0.014
O -2.06 -4.28 3.56  0.016
H -1.35 -6.33 2.35  0.073
H -0.16 -6.69 3.62  0.078
H -1.83 -7.34 3.72  0.085
H -0.50 -5.42 5.96  0.087
H -2.17 -6.06 6.07  0.062
H -1.89 -4.31 6.05  0.081
C 7.56 0.67 -3.05  -0.031
C 8.00 2.00 -3.60  -0.509
C 9.31 2.05 -4.33  -0.029
O 7.32 3.00 -3.46  0.058
H 6.59 0.78 -2.55  0.075
H 7.44 -0.05 -3.87  0.081
H 8.29 0.30 -2.33  0.085
H 9.28 1.39 -5.20  0.085
H 10.12 1.74 -3.66  0.083
H 9.50 3.07 -4.67  0.080
C -1.80 -10.58 6.92  -0.022
C -1.40 -9.23 6.38  -0.489
C -0.08 -9.15 5.65  -0.017
O -2.11 -8.25 6.52  0.058
H -2.77 -10.49 7.42  0.084
H -1.89 -11.30 6.11  0.087
H -1.06 -10.92 7.65  0.086
H -0.10 -9.81 4.78  0.093
H 0.73 -9.43 6.32  0.089
H 0.08 -8.13 5.31  0.054
C -4.52 -4.04 1.95  -0.018
C -4.98 -5.47 1.87  -0.490
C -6.28 -5.74 1.15  -0.028
O -4.34 -6.38 2.36  0.063
H -3.57 -4.00 2.49  0.039
H -4.37 -3.64 0.94  0.090
H -5.26 -3.44 2.48  0.088
H -6.21 -5.42 0.11  0.084
H -7.10 -5.21 1.65  0.083
H -6.49 -6.81 1.17  0.079
C -3.63 8.12 -7.53  -0.024
C -3.57 7.33 -6.24  -0.493
C -4.85 6.71 -5.75  -0.013
O -2.53 7.20 -5.63  0.059
H -2.64 8.51 -7.76  0.082
H -3.96 7.48 -8.35  0.085
H -4.32 8.96 -7.41  0.085
H -5.23 6.00 -6.49  0.089
H -5.59 7.48 -5.56  0.088
H -4.66 6.17 -4.82  0.066
C 1.63 -0.28 6.58  -0.016
C 1.24 0.96 7.35  -0.501
C 1.35 0.91 8.85  -0.026
O 0.85 1.96 6.78  0.064
H 1.51 -0.10 5.52  0.061
H 2.68 -0.52 6.78  0.089
H 1.00 -1.11 6.88  0.087
H 2.38 0.72 9.14  0.085
H 0.70 0.13 9.25  0.085
H 1.03 1.87 9.27  0.082

The total charge is 0. The HOMO-LUMO gap comes out at 7.6 eV. Its SMILES is CCCCCCc1ccc(P(C)O)c2c1C(=O)c1cc(CCCCO)cc(OCC)c1C2=O.CC(C)=O.CC(C)=O.CC(C)=O.CC(C)=O.CC(C)=O.CC(C)=O.CC(C)=O.CC(C)=O. The highest occupied orbital energy is -7.462 eV. The calculation puts the strongest force on any atom at 0.059 hartree/bohr. As for the LUMO energy: 0.0035 Ha. Its electronic energy is -3312.405037 a.u.


A cluster of 2 separate species, C5H7Cl in total. Source: the OMol25 dataset; level of theory: wB97M-V/def2-TZVPD.

Last column: Löwdin charge in e.
CARTESIAN COORDINATES (ANGSTROEM)
C -2.73 0.55 0.04  -0.126
C -1.79 1.41 0.21  0.042
C 1.57 -0.46 -0.88  -0.172
C 1.40 -1.27 0.40  -0.170
C 1.21 0.19 0.40  -0.697
Cl 2.13 1.34 1.24  0.641
H -3.77 0.81 -0.15  0.050
H -2.55 -0.52 0.06  0.037
H -1.64 2.46 0.25  0.019
H 2.56 -0.33 -1.28  0.097
H 0.81 -0.57 -1.64  0.091
H 0.52 -1.90 0.48  0.091
H 2.27 -1.70 0.88  0.097

Its energy above the lowest of the compared OMol25 structures with the same formula, charge and spin is 5.652 eV. The total charge is 0. The HOMO-LUMO gap (alpha / beta) comes out at 8.6 / 8.6 eV. The highest occupied orbital energy (alpha / beta) is -8.704 / -8.345 eV. The calculation puts the strongest force on any atom at 0.018 hartree/bohr. As for the LUMO energy (alpha / beta): -0.0032 / 0.0101 Ha. Its electronic energy is -654.682798 a.u.


The ion C15H14N3O4S with charge -1. Source: the OMol25 dataset; level of theory: wB97M-V/def2-TZVPD.

Last column: Löwdin charge in e.
CARTESIAN COORDINATES (ANGSTROEM)
C 7.84 -1.72 3.65  -0.076
O 7.05 -1.65 4.88  -0.107
C 5.69 -1.69 4.71  -0.279
C 4.88 -1.77 5.87  -0.016
C 3.49 -1.81 5.78  -0.022
C 2.86 -1.80 4.53  -0.239
C 1.34 -1.82 4.36  -0.401
S 0.78 -0.39 3.17  0.924
C -0.68 -0.82 2.53  -0.677
N -1.69 -1.02 1.96  0.090
C 0.68 -3.09 4.10  -0.128
C 1.28 -4.07 3.21  -0.383
O 2.49 -4.25 3.04  0.011
N 0.39 -4.84 2.44  0.013
C 0.88 -5.83 1.51  -0.039
C -0.99 -4.70 2.42  -0.420
O -1.70 -5.37 1.66  0.033
N -1.53 -3.77 3.32  0.005
C -2.95 -3.58 3.33  -0.040
C -0.77 -3.11 4.28  -0.453
O -1.32 -2.48 5.18  0.028
C 3.65 -1.71 3.39  -0.075
C 5.04 -1.64 3.46  -0.015
H 8.87 -1.75 4.02  0.083
H 7.59 -2.60 3.04  0.096
H 7.68 -0.81 3.03  0.089
H 5.38 -1.75 6.85  0.107
H 2.88 -1.93 6.69  0.121
H 0.85 -1.25 5.16  0.082
H 1.97 -5.80 1.52  0.078
H 0.52 -6.81 1.84  0.090
H 0.48 -5.65 0.52  0.089
H -3.36 -4.30 2.64  0.078
H -3.31 -3.74 4.35  0.087
H -3.21 -2.57 3.02  0.065
H 3.17 -1.69 2.41  0.106
H 5.61 -1.58 2.53  0.095

The total charge is -1. The HOMO-LUMO gap comes out at 6.8 eV. Its SMILES is COc1ccc([C@@H](SC#N)c2c([O-])n(C)c(=O)n(C)c2=O)cc1. The highest occupied orbital energy is -4.167 eV. The calculation puts the strongest force on any atom at 0.052 hartree/bohr. As for the LUMO energy: 0.0986 Ha. Its electronic energy is -1443.508062 a.u.